Here is a 2-piece molecular cluster, C2H5OS overall from OMol25. Energies are from ωB97M-V/def2-TZVPD.

## Properties
- DFT total energy: -15038.4612 eV
- LUMO: 0.146 Eh
- HOMO level: -2.80 eV
- Frontier orbital gap: 6.782 eV
- Charge: -1

Atoms and positions in Å:
S: -2.57599 0.04006 -1.09423
H: -3.16184 -0.10026 0.12130
O: 2.26316 1.17186 0.29447
C: 1.14078 0.74708 0.09768
C: 0.64859 -0.64205 0.18393
H: 0.37410 1.49203 -0.17689
H: 1.41704 -1.37185 0.41336
H: -0.17998 -0.54565 0.89678
H: 0.07414 -0.79121 -0.73639